[1]
{
  "formula": "C12H15P",
  "method": "the ωB97M-V functional and the def2-TZVPD basis",
  "elements": ["C", "C", "C", "C", "C", "C", "C", "C", "C", "C", "C", "C", "P", "H", "H", "H", "H", "H", "H", "H", "H", "H", "H", "H", "H", "H", "H", "H"],
  "xyz": [[3.754, -0.627, -0.474], [3.515, -0.474, 0.857], [2.906, -0.025, -1.441], [2.423, 0.190, 1.378], [1.723, 0.521, -0.947], [1.463, 0.664, 0.469], [-1.104, 1.080, 0.205], [0.274, 1.363, 0.838], [-1.943, -0.783, 1.392], [-1.382, -0.893, -1.282], [-3.355, 0.383, -0.394], [-1.955, -0.137, -0.039], [-0.709, 2.675, -0.125], [4.701, -1.114, -0.649], [4.189, -0.949, 1.491], [3.234, -0.195, -2.521], [2.403, 0.267, 2.397], [1.097, 0.957, -1.726], [0.138, 1.526, 1.842], [-2.732, -1.658, 1.406], [-0.897, -1.185, 1.494], [-2.293, -0.066, 2.020], [-2.297, -1.478, -1.739], [-0.655, -1.492, -0.913], [-1.036, -0.224, -2.096], [-4.137, 0.371, 0.505], [-3.956, -0.095, -1.118], [-3.368, 1.397, -0.830]],
  "atomic_forces_ev_per_a": [[0.1106, 0.8102, -0.8543], [-0.8621, 0.1479, -0.2611], [1.0556, -1.7763, 0.4130], [-0.4579, -0.1428, -3.2099], [0.9421, 0.3094, -0.1510], [1.8300, -0.4546, -2.2688], [1.6907, 1.7103, -0.8004], [-2.8988, 0.0465, -0.9816], [-0.0067, -4.6706, -4.0127], [-4.2835, 0.9094, -0.9989], [-2.2478, 1.3877, 2.1674], [-0.5169, 1.6973, -0.0239], [-0.3446, -1.4544, 0.0563], [-0.0284, -0.1581, -0.9012], [1.1277, -0.5247, 1.3161], [-1.0651, 0.7323, 1.4524], [-0.7299, 0.4836, 2.4810], [-0.3790, -0.0148, 0.6771], [0.2271, 0.2643, 2.5341], [1.6650, 1.3955, 0.0850], [-1.1579, 0.4484, 0.7494], [-0.4088, 1.9398, 2.2216], [2.0468, 0.6562, 0.9179], [2.4817, -2.1818, 0.4328], [-0.1066, -0.2648, 0.8037], [1.9600, 0.3569, -1.4073], [-0.0243, -1.5783, -1.0538], [0.3810, -0.0744, 0.6172]],
  "lowdin_charge": [-0.11, -0.11, -0.07, -0.02, -0.06, -0.23, -0.50, -0.46, -0.03, -0.02, -0.09, -0.58, 1.03, 0.10, 0.08, 0.12, 0.08, 0.09, 0.05, 0.12, 0.10, 0.04, 0.12, 0.03, 0.09, 0.12, 0.04, 0.07],
  "multiplicity": 1,
  "orbital_gap_ev": 8.473,
  "e_lumo_ha": 0.01144,
  "energy_ev": -21972.46593,
  "smiles": "CC(C)(C)C1=P[C@@H]1c1ccccc1"
}



[2]
{
  "formula": "C12H16B3F9NO5S",
  "method": "the ωB97M-V functional and the def2-TZVPD basis",
  "elements": ["C", "C", "C", "C", "C", "B", "O", "B", "C", "C", "C", "C", "C", "F", "F", "C", "F", "F", "S", "F", "F", "F", "F", "F", "O", "B", "N", "C", "O", "O", "H", "H", "H", "H", "H", "H", "H", "H", "H", "H", "H", "H", "H", "H", "H", "O", "H"],
  "xyz": [[-3.379, 3.595, 5.872], [-2.959, 2.801, 5.077], [-2.458, 1.814, 4.131], [-2.672, 2.315, 2.676], [-3.454, 1.276, 1.848], [-3.328, 1.546, 0.319], [-2.891, 0.518, -0.541], [-1.784, 1.027, -1.211], [-0.344, 0.450, -1.009], [-0.070, -0.703, -2.007], [1.431, -1.021, -2.000], [1.799, -2.104, -3.035], [2.020, -3.501, -2.468], [1.254, -4.375, -3.218], [1.572, -3.645, -1.202], [3.448, -4.097, -2.621], [3.434, -5.365, -2.191], [3.729, -4.138, -3.941], [4.868, -3.179, -1.786], [3.885, -2.276, -0.960], [4.899, -4.235, -0.608], [5.898, -4.093, -2.587], [4.921, -2.127, -2.962], [6.080, -2.438, -1.110], [-2.054, 2.144, -2.020], [-2.553, 3.122, -1.170], [-1.963, 4.460, -1.237], [-1.144, 4.721, -0.378], [-0.347, 4.940, 0.435], [-3.551, 2.797, -0.280], [-3.857, 4.167, 6.622], [-3.026, 0.901, 4.278], [-1.395, 1.654, 4.359], [-1.688, 2.419, 2.212], [-3.180, 3.274, 2.666], [-3.042, 0.290, 2.049], [-4.507, 1.231, 2.140], [0.395, 1.224, -1.204], [-0.250, 0.049, -0.002], [-0.318, -0.370, -3.014], [-0.627, -1.589, -1.710], [1.927, -0.106, -2.318], [1.741, -1.263, -0.991], [0.961, -2.176, -3.722], [2.637, -1.786, -3.644], [-0.413, 1.128, 6.021], [0.353, 0.725, 6.443]],
  "atomic_forces_ev_per_a": [[-0.3589, -0.0994, -0.0454], [0.0764, -0.1717, 0.2531], [-0.1324, 1.0496, -0.4055], [0.0063, -0.7704, 0.0836], [-0.1427, 0.2273, -0.3996], [-1.0672, -0.7847, -0.0870], [0.8996, 0.6164, 0.6456], [-0.7098, -0.5988, -0.7194], [-0.4578, -0.4440, -0.6825], [0.7305, 0.3877, 0.5606], [-0.3153, 0.0827, -0.6092], [-0.1719, 0.3298, 0.5425], [-0.7713, -0.1282, -0.7107], [0.2708, 0.0269, 0.1658], [0.3994, 0.0631, -0.0255], [-0.2639, -0.4773, -0.4016], [0.1137, 0.3054, 0.1003], [-0.0395, 0.2305, 0.2637], [0.7799, -0.9980, 0.2173], [-0.2263, 0.2949, 0.0191], [-0.1611, 0.1199, 0.1888], [0.0129, 0.0081, -0.0330], [-0.2694, 0.3565, -0.1039], [0.0956, 0.0941, -0.0317], [0.8490, 0.2407, 0.8347], [-0.6761, 0.2668, -1.1520], [-0.0703, -0.2421, 0.4098], [-0.1128, -0.1257, -0.0087], [0.1072, 0.3606, -0.0764], [0.9309, 0.1607, 0.5453], [0.1130, 0.2561, 0.0864], [0.1837, -0.2741, 0.1438], [-0.0400, -0.4247, 0.3702], [0.0926, 0.3144, -0.0063], [0.0370, 0.1510, -0.1140], [0.0181, -0.1538, -0.0054], [-0.0603, 0.1400, 0.1814], [0.1149, 0.1453, 0.2129], [0.1632, 0.1643, 0.1732], [-0.3165, -0.2489, -0.1438], [-0.2761, -0.0688, -0.2534], [0.2551, 0.1149, 0.2408], [0.1654, -0.0291, 0.0640], [-0.0843, -0.2628, -0.1214], [0.2614, -0.1576, 0.0581], [0.0307, -0.0691, -0.2116], [0.0166, 0.0216, -0.0133]],
  "lowdin_charge": [0.08, -0.16, -0.21, -0.18, -0.07, -0.48, 0.29, -0.52, -0.04, -0.19, -0.19, -0.07, -0.44, 0.09, 0.13, -0.44, 0.13, 0.12, 0.76, -0.11, -0.12, -0.13, -0.12, -0.11, 0.30, -0.63, 0.31, -0.29, 0.20, 0.32, 0.00, 0.11, 0.06, 0.11, 0.11, 0.12, 0.12, 0.12, 0.13, 0.12, 0.13, 0.12, 0.11, 0.13, 0.11, -0.59, -0.21],
  "multiplicity": 1,
  "orbital_gap_ev": 4.395,
  "charge": -1,
  "e_lumo_ha": 0.06579,
  "energy_ev": -61757.35013
}



[3]
{
  "formula": "C12H16BBrCaCl2F3MgO3P",
  "method": "the ωB97M-V functional and the def2-TZVPD basis",
  "elements": ["C", "C", "Cl", "C", "Cl", "B", "P", "C", "O", "H", "H", "H", "H", "H", "H", "H", "H", "F", "F", "C", "C", "C", "C", "C", "C", "H", "H", "H", "H", "H", "Mg", "C", "C", "O", "O", "H", "H", "H", "Ca", "Br", "F"],
  "xyz": [[-2.580, -2.266, -2.998], [-2.177, -0.902, -2.555], [-1.685, 0.141, -3.821], [-2.154, -0.470, -1.301], [-2.598, -1.481, 0.031], [-1.676, 0.973, -0.877], [0.124, 1.169, -0.246], [1.174, 1.317, -1.713], [0.494, -0.299, 0.401], [-2.997, -2.825, -2.164], [-3.187, -2.259, -3.911], [-1.646, -2.782, -3.270], [-2.425, 1.892, -0.871], [1.136, 0.416, -2.330], [0.765, 2.123, -2.321], [2.211, 1.503, -1.455], [1.163, -0.735, -0.141], [0.719, 1.346, 2.401], [2.154, -0.123, 4.658], [0.825, 0.034, 4.615], [0.123, -0.380, 3.495], [-1.253, -0.222, 3.490], [-1.922, 0.349, 4.572], [-1.221, 0.762, 5.685], [0.172, 0.605, 5.718], [0.650, -0.810, 2.659], [-1.809, -0.543, 2.623], [-2.996, 0.472, 4.540], [-1.733, 1.209, 6.525], [0.733, 0.940, 6.599], [1.590, -0.884, 7.044], [2.209, 0.959, -5.102], [3.241, -0.120, -4.317], [4.376, 0.292, -4.365], [2.649, -1.090, -3.889], [2.779, 1.798, -5.473], [1.715, 0.448, -5.925], [1.461, 1.304, -4.343], [-3.815, -4.461, -3.044], [4.572, -0.078, 6.327], [0.836, 2.683, -4.953]],
  "atomic_forces_ev_per_a": [[1.3962, 0.2247, -0.2090], [-0.5671, -0.4166, 0.4976], [0.1899, 0.4225, -0.2903], [0.0350, 0.8828, 0.3053], [-0.2388, -0.4540, 0.0859], [0.6820, -0.4542, -0.6508], [-0.4626, 0.8873, 1.2722], [-0.2981, -0.2880, -0.5531], [0.1985, -0.6012, -0.8166], [0.0306, 0.9087, 0.5459], [-0.3618, 0.1701, 0.1171], [-0.0721, -0.2739, -0.1074], [-0.0140, 0.0625, -0.1706], [-0.0496, -0.1403, -0.0238], [0.1822, 0.2315, -0.0622], [0.0647, 0.2316, 0.1620], [-0.0642, -0.2437, 0.0165], [0.0439, 0.1423, 0.5171], [0.0464, 0.0303, 0.0059], [-0.4121, -0.2478, 0.1183], [0.1080, 0.4101, -0.6183], [-0.1740, -0.3469, 0.3941], [0.2437, -0.0072, -0.0818], [-0.1773, 0.0022, 0.3321], [0.0828, -0.8405, 0.6207], [-0.0158, -0.1179, 0.0639], [-0.0040, 0.0144, -0.1056], [-0.0051, 0.0549, -0.0169], [0.0389, 0.0111, 0.0283], [0.1019, 1.0319, -0.3347], [1.8661, 0.8216, -1.7134], [-1.5286, 2.1143, -1.4012], [1.2848, -1.8935, 1.6908], [-0.4262, 0.6394, -0.5517], [-0.5470, 0.4316, -0.4306], [0.4856, -0.2375, 0.1540], [0.1452, -0.3011, 0.0954], [0.4151, -0.2167, 0.5006], [-0.5758, -1.2814, -0.4560], [-1.7226, -0.7103, 1.0694], [0.0756, -0.6530, 0.0008]],
  "lowdin_charge": [-0.31, -0.79, 0.77, -0.71, 0.69, -0.32, 0.90, -0.29, -0.34, -0.12, 0.02, 0.08, 0.04, 0.02, 0.04, 0.05, 0.06, -0.50, -0.07, -0.34, -0.06, -0.04, -0.07, -0.10, -0.14, 0.11, 0.07, 0.11, 0.11, 0.06, 1.06, 0.08, -0.63, 0.15, 0.10, 0.08, 0.09, 0.05, 0.71, -0.24, -0.40],
  "multiplicity": 1,
  "orbital_gap_ev": 1.636,
  "e_lumo_ha": -0.14942,
  "energy_ev": -155920.89771
}



Q: What is the multiplicity in the second record?
A: 1